Below is a cluster of 2 separate species, C2H2Cl2OS in total in a non-equilibrium geometry, with properties calculated with ωB97M-V/def2-TZVPD.

CARTESIAN COORDINATES (ANGSTROEM)
C (1.3424, 0.2586, 0.1873)
C (0.4301, 1.1542, -0.0819)
O (2.6523, 0.4646, 0.3012)
S (-3.2590, -0.9357, -0.1156)
Cl (0.8320, -1.4374, 0.5063)
Cl (-1.1963, 1.0538, -0.2872)
H (3.1027, -0.3677, 0.5007)
H (-3.9042, -0.1903, -1.0108)

Summary:
energy relative to the best compared isomer or geometry (same formula, charge and spin): 5.3090 eV
multiplicity: 1
strongest force on any atom: 1.51 eV/A